1.
{
  "formula": "C31H21Cl2FeN5O5S3",
  "method": "the ωB97M-V functional and the def2-TZVPD basis",
  "symbols": ["Fe", "Cl", "C", "C", "C", "Cl", "C", "C", "C", "C", "N", "C", "C", "O", "H", "H", "H", "H", "C", "C", "C", "C", "N", "C", "C", "C", "C", "C", "C", "C", "H", "H", "H", "H", "H", "H", "H", "H", "O", "S", "O", "O", "C", "N", "C", "C", "C", "N", "C", "C", "C", "N", "C", "C", "H", "H", "H", "H", "H", "H", "C", "O", "C", "S", "S", "H", "H", "H"],
  "positions_angstrom": [[0.617, 0.195, 0.155], [3.623, 1.945, -3.449], [3.202, 0.297, -3.092], [3.686, -0.719, -3.918], [3.386, -2.029, -3.664], [4.027, -3.275, -4.708], [2.560, -2.385, -2.572], [2.218, -3.705, -2.208], [1.412, -3.906, -1.124], [0.915, -2.802, -0.413], [1.204, -1.561, -0.724], [2.047, -1.343, -1.775], [2.398, 0.040, -1.979], [1.948, 0.923, -1.175], [4.310, -0.457, -4.761], [2.611, -4.534, -2.780], [1.149, -4.903, -0.797], [0.283, -2.947, 0.445], [0.108, 4.398, 0.384], [-0.851, 4.525, 1.379], [-1.251, 3.402, 2.076], [-0.696, 2.161, 1.762], [0.238, 2.052, 0.800], [0.627, 3.143, 0.132], [-1.130, 0.875, 2.324], [-1.947, 0.827, 3.456], [-2.427, -0.387, 3.911], [-2.084, -1.538, 3.212], [-1.246, -1.472, 2.108], [-0.701, -0.276, 1.614], [0.430, 5.244, -0.207], [-1.295, 5.489, 1.593], [-2.018, 3.471, 2.833], [1.374, 2.970, -0.632], [-2.203, 1.734, 3.993], [-3.048, -0.440, 4.797], [-2.467, -2.499, 3.543], [-1.015, -2.414, 1.624], [-2.358, 6.400, -5.226], [-3.794, 6.564, -5.129], [-4.504, 6.502, -6.396], [-4.229, 7.631, -4.239], [-4.379, 5.076, -4.246], [-5.701, 4.931, -4.167], [-6.138, 3.883, -3.490], [-5.293, 2.972, -2.879], [-3.930, 3.207, -3.030], [-3.481, 4.254, -3.722], [-2.913, 2.301, -2.446], [-3.210, 1.443, -1.392], [-2.217, 0.640, -0.867], [-0.959, 0.632, -1.319], [-0.685, 1.435, -2.357], [-1.612, 2.281, -2.939], [-7.216, 3.756, -3.434], [-5.683, 2.124, -2.337], [-4.195, 1.410, -0.947], [-2.421, -0.017, -0.034], [0.336, 1.415, -2.712], [-1.332, 2.939, -3.749], [1.556, -3.914, 2.909], [1.580, -2.585, 2.427], [2.740, -1.879, 2.451], [4.143, -2.598, 3.010], [2.580, -0.296, 1.895], [0.505, -4.206, 2.881], [1.943, -3.973, 3.926], [2.156, -4.576, 2.279]],
  "forces_ev_per_angstrom": [[0.18, -0.54, 0.43], [0.00, 0.03, 0.01], [-0.01, 0.02, 0.06], [0.00, -0.11, 0.00], [0.01, 0.08, 0.01], [0.03, -0.05, -0.05], [0.01, 0.01, -0.02], [-0.04, -0.01, 0.08], [0.09, -0.03, -0.10], [-0.09, 0.09, -0.03], [-0.08, -0.14, -0.07], [0.03, 0.00, 0.09], [-0.04, 0.09, 0.00], [0.06, -0.06, -0.07], [0.01, -0.02, -0.01], [-0.01, -0.01, -0.01], [-0.01, -0.01, -0.01], [-0.07, 0.03, -0.01], [0.01, 0.02, 0.02], [0.02, 0.01, 0.00], [0.06, -0.01, 0.03], [0.07, -0.01, -0.08], [-0.23, 0.13, -0.10], [0.13, -0.05, 0.11], [-0.01, -0.13, 0.03], [0.03, -0.02, -0.04], [0.00, 0.02, 0.06], [-0.02, -0.05, 0.01], [-0.02, 0.01, -0.04], [-0.08, 0.10, 0.03], [0.01, 0.00, 0.01], [-0.01, 0.00, -0.01], [-0.01, 0.01, 0.00], [-0.01, 0.00, -0.03], [-0.01, 0.01, 0.00], [-0.02, 0.01, -0.01], [0.02, -0.01, -0.01], [0.00, 0.00, 0.00], [-0.07, 0.00, 0.00], [0.02, 0.04, -0.09], [0.04, -0.01, 0.08], [0.01, -0.05, -0.02], [0.06, 0.14, -0.09], [-0.18, 0.00, 0.03], [-0.01, -0.02, -0.01], [0.13, 0.07, -0.05], [-0.21, 0.08, -0.08], [0.07, -0.16, 0.14], [0.13, -0.08, 0.07], [0.01, 0.01, -0.12], [0.03, -0.23, -0.03], [0.17, 0.36, 0.28], [0.08, -0.10, -0.02], [-0.13, -0.04, 0.00], [0.00, 0.02, 0.01], [0.01, -0.02, -0.01], [0.00, 0.02, 0.01], [0.01, 0.03, 0.03], [0.01, 0.05, 0.06], [-0.01, 0.01, -0.01], [0.01, -0.06, -0.01], [-0.03, 0.08, 0.01], [-0.24, -0.20, -0.01], [0.15, 0.02, 0.07], [-0.06, 0.60, -0.50], [0.00, 0.00, 0.00], [-0.02, 0.00, 0.00], [0.01, 0.01, 0.01]],
  "lowdin_charge": [0.33, 0.66, -0.59, -0.14, -0.62, 0.63, -0.18, -0.03, -0.04, -0.10, 0.07, -0.11, -0.40, -0.16, 0.10, 0.08, 0.10, 0.08, -0.05, -0.07, -0.02, -0.20, 0.05, -0.09, -0.20, -0.06, -0.12, -0.11, -0.13, -0.15, 0.10, 0.10, 0.10, 0.11, 0.09, 0.08, 0.09, 0.06, -0.37, 0.39, -0.38, -0.38, -0.35, 0.11, -0.13, -0.01, -0.22, 0.17, -0.14, 0.00, -0.10, 0.06, -0.09, 0.02, 0.10, 0.10, 0.10, 0.10, 0.10, 0.12, -0.16, -0.31, -1.36, 0.49, 0.65, 0.08, 0.06, 0.07],
  "energy_ev": -142117.8791,
  "de_lowest_kj_mol": 55.6,
  "charge": -2,
  "homo_ev": [-2.8177, -2.8826]
}

---

2.
{
  "formula": "C6H14O3Tm",
  "method": "the ωB97M-V functional and the def2-TZVPD basis",
  "symbols": ["H", "C", "H", "O", "C", "H", "H", "O", "C", "H", "O", "C", "H", "C", "H", "H", "H", "H", "Tm", "H", "C", "H", "H", "H"],
  "positions_angstrom": [[-2.912, 0.594, -4.353], [-1.965, 0.714, -3.796], [-1.390, 1.504, -4.319], [-1.245, -0.476, -3.725], [-2.326, 1.231, -2.404], [-2.701, 2.264, -2.420], [-3.073, 0.576, -1.926], [-1.118, 1.167, -1.632], [-1.226, 1.304, -0.224], [-2.042, 0.665, 0.147], [0.453, -0.396, -0.264], [0.105, 0.856, 0.336], [0.900, 1.587, 0.122], [2.647, -2.118, 2.697], [1.071, -0.946, 0.389], [3.614, -2.070, 2.187], [0.036, 0.748, 1.426], [2.260, -3.137, 2.593], [0.005, -0.694, -2.301], [-1.432, 2.347, 0.055], [2.588, -1.534, 4.069], [2.955, -0.499, 4.093], [1.571, -1.575, 4.487], [3.226, -2.113, 4.762]],
  "forces_ev_per_angstrom": [[0.44, -0.07, 0.14], [-1.39, 1.80, -0.69], [-0.12, -0.48, 0.09], [-0.13, -0.16, 0.15], [-1.15, -0.01, -0.56], [0.11, -0.32, -0.06], [0.16, 0.19, -0.06], [1.17, -0.92, -0.57], [-0.17, 0.06, 1.01], [0.12, 0.16, -0.12], [2.07, -2.06, 2.86], [-0.06, 1.68, 1.23], [-0.21, -0.25, -0.02], [0.94, -1.07, 0.41], [-1.43, 1.30, -1.30], [-0.31, 0.53, -0.13], [-0.01, -0.04, -0.27], [-0.47, 0.40, -0.11], [0.69, -0.75, -1.45], [0.08, -0.25, -0.08], [-0.45, 0.42, -0.12], [-0.10, -0.26, 0.06], [0.32, 0.06, -0.08], [-0.09, 0.06, -0.30]],
  "lowdin_charge": [0.16, -0.25, 0.15, -0.31, -0.13, 0.16, 0.15, -0.26, -0.13, 0.16, -0.22, -0.15, 0.16, -0.06, 0.20, 0.04, 0.16, 0.04, 1.90, 0.17, -0.18, 0.07, 0.07, 0.10],
  "energy_ev": -42101.7514,
  "multiplicity": 4,
  "charge": 2,
  "homo_ev": [-14.2125, -17.3128]
}